Computed, not measured: C3H4EuO4 as an isolated structure, with the ωB97M-V functional and the def2-TZVPD basis.

Electronic energy = -30691.9563 eV
Orbital gap (spin up / spin down) = 6.46 / 6.65 eV
Energy above the lowest of the compared OMol25 structures with the same formula, charge and spin = 0.738 eV
HOMO (spin up / spin down) = -7.9 / -8.1 eV
Total charge = 0
Multiplicity = 8
⟨S²⟩ = 15.7621

Each line ends with the Löwdin charge.
Atoms and positions in Å:
O (-1.23111, 1.44427, -0.00398)  0.01
C (-0.22377, 2.07455, -0.64245)  -0.69
C (-0.77002, 0.22555, 0.61821)  -0.22
O (-0.24416, 3.28158, -0.79815)  0.08
O (0.77145, 1.27380, -0.90117)  -0.05
C (0.36100, -0.26683, -0.25358)  -0.25
H (-1.61230, -0.47535, 0.65755)  0.12
H (-0.45560, 0.48686, 1.63874)  0.11
H (-0.03115, -0.73991, -1.16938)  0.06
O (0.71901, -2.70657, 0.49346)  -0.59
H (0.22947, -3.18081, -0.17923)  -0.05
Eu (2.48719, -1.41715, 0.53998)  1.47